{
  "formula": "C90H180F30N10O10P5",
  "method": "wB97M-V/def2-TZVPD",
  "species": ["C", "C", "C", "C", "C", "C", "N", "O", "C", "C", "C", "H", "H", "H", "H", "H", "H", "H", "H", "H", "H", "H", "H", "H", "H", "H", "H", "H", "H", "C", "C", "C", "C", "C", "C", "N", "O", "C", "C", "C", "H", "H", "H", "H", "H", "H", "H", "H", "H", "H", "H", "H", "H", "H", "H", "H", "H", "H", "C", "C", "C", "C", "C", "C", "N", "O", "C", "C", "C", "H", "H", "H", "H", "H", "H", "H", "H", "H", "H", "H", "H", "H", "H", "H", "H", "H", "H", "C", "C", "C", "C", "C", "C", "N", "O", "C", "C", "C", "H", "H", "H", "H", "H", "H", "H", "H", "H", "H", "H", "H", "H", "H", "H", "H", "H", "H", "C", "C", "C", "C", "C", "C", "N", "O", "C", "C", "C", "H", "H", "H", "H", "H", "H", "H", "H", "H", "H", "H", "H", "H", "H", "H", "H", "H", "H", "C", "C", "C", "C", "C", "C", "N", "O", "C", "C", "C", "H", "H", "H", "H", "H", "H", "H", "H", "H", "H", "H", "H", "H", "H", "H", "H", "H", "H", "C", "C", "C", "C", "C", "C", "N", "O", "C", "C", "C", "H", "H", "H", "H", "H", "H", "H", "H", "H", "H", "H", "H", "H", "H", "H", "H", "H", "H", "C", "C", "C", "C", "C", "C", "N", "O", "C", "C", "C", "H", "H", "H", "H", "H", "H", "H", "H", "H", "H", "H", "H", "H", "H", "H", "H", "H", "H", "C", "C", "C", "C", "C", "C", "N", "O", "C", "C", "C", "H", "H", "H", "H", "H", "H", "H", "H", "H", "H", "H", "H", "H", "H", "H", "H", "H", "H", "C", "C", "C", "C", "C", "C", "N", "O", "C", "C", "C", "H", "H", "H", "H", "H", "H", "H", "H", "H", "H", "H", "H", "H", "H", "H", "H", "H", "H", "P", "F", "F", "F", "F", "F", "F", "P", "F", "F", "F", "F", "F", "F", "P", "F", "F", "F", "F", "F", "F", "P", "F", "F", "F", "F", "F", "F", "P", "F", "F", "F", "F", "F", "F"],
  "xyz": [[12.00, 22.34, 17.30], [12.50, 22.17, 15.85], [11.19, 22.09, 15.06], [11.47, 22.04, 13.63], [12.20, 23.28, 13.17], [13.53, 23.59, 13.87], [13.27, 23.36, 15.34], [14.24, 23.78, 16.20], [13.94, 25.05, 13.64], [14.75, 22.69, 13.40], [13.42, 20.88, 15.80], [12.85, 22.25, 17.99], [11.24, 21.64, 17.63], [11.68, 23.36, 17.51], [10.55, 22.90, 15.41], [10.81, 21.13, 15.39], [10.48, 22.01, 13.18], [11.99, 21.12, 13.35], [11.50, 24.11, 13.09], [12.31, 23.11, 12.10], [14.24, 25.33, 12.63], [14.77, 25.30, 14.30], [13.21, 25.80, 13.96], [14.92, 22.85, 12.33], [14.65, 21.63, 13.61], [15.71, 23.08, 13.75], [14.43, 21.02, 16.18], [13.60, 20.40, 14.84], [13.04, 20.11, 16.46], [13.30, 17.85, 23.24], [13.22, 18.32, 21.76], [14.07, 17.33, 20.86], [13.62, 17.14, 19.37], [12.07, 17.03, 19.22], [11.21, 18.15, 19.84], [11.73, 18.43, 21.30], [10.82, 19.19, 22.09], [9.71, 17.71, 19.90], [11.41, 19.39, 19.03], [13.73, 19.76, 21.65], [13.42, 16.77, 23.37], [12.56, 18.28, 23.91], [14.24, 18.26, 23.60], [14.05, 16.32, 21.27], [15.11, 17.67, 20.87], [14.09, 16.22, 19.01], [13.89, 17.93, 18.67], [11.74, 16.06, 19.60], [11.95, 16.83, 18.15], [9.30, 17.46, 18.92], [9.05, 18.50, 20.24], [9.52, 16.74, 20.37], [11.10, 20.31, 19.52], [10.96, 19.34, 18.04], [12.46, 19.55, 18.77], [13.16, 20.56, 22.14], [13.87, 20.13, 20.64], [14.69, 19.89, 22.15], [22.70, 23.24, 14.13], [23.53, 21.94, 13.90], [22.56, 21.02, 13.06], [22.30, 21.55, 11.64], [23.65, 21.70, 10.95], [24.60, 22.73, 11.62], [24.68, 22.32, 13.06], [25.76, 22.99, 13.73], [24.13, 24.14, 11.45], [26.04, 22.56, 11.00], [24.01, 21.28, 15.19], [22.12, 23.62, 13.29], [23.19, 24.12, 14.54], [21.95, 22.96, 14.87], [21.61, 20.83, 13.56], [22.99, 20.02, 13.06], [21.81, 22.52, 11.71], [21.80, 20.86, 10.96], [23.59, 22.10, 9.93], [24.05, 20.68, 10.89], [24.47, 24.52, 10.48], [24.49, 24.81, 12.23], [23.05, 24.28, 11.50], [26.11, 22.68, 9.92], [26.60, 21.65, 11.18], [26.68, 23.36, 11.37], [24.46, 20.30, 15.01], [23.21, 21.03, 15.89], [24.79, 21.93, 15.58], [18.57, 27.24, 19.59], [18.69, 25.75, 19.58], [19.55, 25.30, 18.43], [19.73, 23.72, 18.41], [20.38, 23.17, 19.70], [19.97, 23.84, 21.07], [19.37, 25.32, 20.89], [19.05, 25.97, 22.06], [21.25, 23.81, 21.99], [18.89, 22.88, 21.71], [17.29, 25.21, 19.51], [18.25, 27.49, 18.58], [19.53, 27.75, 19.71], [17.80, 27.70, 20.20], [20.45, 25.90, 18.52], [19.16, 25.59, 17.45], [20.46, 23.45, 17.64], [18.85, 23.20, 18.04], [21.45, 23.36, 19.59], [20.34, 22.08, 19.72], [21.99, 24.53, 21.65], [21.72, 22.83, 22.04], [20.98, 24.16, 22.99], [19.34, 21.89, 21.78], [18.16, 22.54, 20.98], [18.45, 23.32, 22.60], [17.29, 24.12, 19.44], [16.85, 25.51, 18.56], [16.60, 25.50, 20.30], [11.18, 18.11, 9.64], [11.77, 17.52, 10.93], [11.77, 15.95, 10.87], [12.93, 15.32, 10.07], [14.25, 15.72, 10.74], [14.42, 17.33, 10.63], [13.17, 18.02, 11.15], [13.30, 19.35, 11.66], [14.66, 17.83, 9.15], [15.60, 17.83, 11.54], [10.89, 17.96, 12.10], [11.13, 19.20, 9.62], [10.18, 17.68, 9.62], [11.53, 17.85, 8.64], [10.87, 15.56, 10.40], [11.78, 15.51, 11.87], [13.00, 15.59, 9.01], [12.96, 14.24, 9.90], [15.15, 15.25, 10.36], [14.21, 15.48, 11.81], [14.66, 18.92, 9.16], [13.86, 17.53, 8.46], [15.60, 17.42, 8.77], [15.44, 17.69, 12.61], [15.76, 18.90, 11.40], [16.54, 17.36, 11.25], [10.00, 17.34, 12.06], [10.42, 18.94, 12.01], [11.36, 17.67, 13.04], [16.89, 17.69, 17.93], [18.45, 17.90, 17.60], [18.76, 16.94, 16.46], [18.52, 17.44, 15.05], [19.21, 18.81, 14.89], [18.63, 19.90, 15.79], [18.82, 19.38, 17.22], [19.10, 20.29, 18.28], [17.12, 20.07, 15.41], [19.52, 21.20, 15.69], [19.17, 17.48, 18.90], [16.22, 17.80, 17.07], [16.71, 18.51, 18.63], [16.63, 16.70, 18.29], [18.27, 15.97, 16.57], [19.81, 16.67, 16.49], [17.46, 17.47, 14.81], [19.09, 16.71, 14.47], [19.18, 19.12, 13.84], [20.27, 18.67, 15.07], [16.56, 20.78, 16.01], [16.45, 19.21, 15.49], [16.94, 20.45, 14.40], [20.47, 21.09, 16.20], [19.00, 22.03, 16.16], [19.79, 21.41, 14.65], [18.83, 18.05, 19.76], [20.24, 17.42, 18.70], [18.86, 16.47, 19.15], [26.17, 17.80, 20.55], [25.35, 16.89, 21.57], [24.50, 17.77, 22.58], [23.32, 17.13, 23.31], [22.35, 16.79, 22.20], [22.99, 15.67, 21.32], [24.32, 16.05, 20.82], [24.77, 15.49, 19.62], [22.09, 15.30, 20.10], [23.24, 14.39, 22.19], [26.38, 16.00, 22.34], [26.88, 17.20, 19.99], [26.76, 18.57, 21.05], [25.56, 18.38, 19.85], [24.12, 18.62, 22.02], [25.19, 18.28, 23.25], [22.90, 17.89, 23.98], [23.49, 16.33, 24.03], [21.98, 17.69, 21.72], [21.42, 16.43, 22.63], [21.05, 15.22, 20.42], [22.37, 14.31, 19.75], [22.05, 15.99, 19.25], [22.31, 14.30, 22.74], [24.00, 14.50, 22.96], [23.36, 13.46, 21.63], [26.08, 15.27, 23.09], [27.14, 16.63, 22.80], [26.88, 15.37, 21.61], [15.29, 12.55, 15.79], [15.75, 11.50, 14.82], [14.66, 11.35, 13.65], [14.81, 12.49, 12.61], [16.19, 12.58, 12.01], [17.31, 12.72, 13.04], [17.09, 11.74, 14.22], [18.17, 11.21, 14.91], [17.42, 14.14, 13.60], [18.53, 12.25, 12.25], [15.75, 10.11, 15.44], [16.08, 12.70, 16.52], [14.38, 12.14, 16.21], [15.02, 13.53, 15.39], [13.65, 11.32, 14.05], [14.74, 10.37, 13.18], [14.52, 13.40, 13.14], [14.09, 12.31, 11.81], [16.27, 13.30, 11.20], [16.26, 11.66, 11.42], [16.43, 14.47, 13.92], [17.57, 14.82, 12.77], [18.26, 14.32, 14.27], [19.39, 12.11, 12.90], [18.86, 12.94, 11.48], [18.30, 11.33, 11.71], [14.72, 9.78, 15.61], [16.32, 9.80, 16.32], [16.03, 9.36, 14.71], [16.45, 10.71, 20.99], [17.22, 11.10, 22.26], [18.73, 10.85, 21.99], [19.67, 11.57, 22.96], [19.41, 13.08, 22.84], [18.01, 13.49, 23.25], [17.06, 12.58, 22.47], [15.81, 13.09, 22.08], [17.93, 14.93, 22.75], [17.79, 13.37, 24.74], [16.72, 10.34, 23.52], [16.69, 9.67, 20.75], [16.78, 11.31, 20.15], [15.39, 10.95, 20.99], [19.02, 11.12, 20.97], [18.93, 9.79, 22.07], [20.67, 11.19, 22.73], [19.60, 11.20, 23.98], [19.69, 13.52, 21.88], [20.12, 13.63, 23.46], [17.00, 15.37, 23.11], [18.09, 15.19, 21.71], [18.70, 15.49, 23.27], [17.31, 12.49, 25.17], [17.07, 14.18, 24.92], [18.62, 13.65, 25.39], [17.24, 10.69, 24.42], [16.76, 9.25, 23.45], [15.73, 10.60, 23.89], [24.24, 12.93, 13.15], [24.59, 14.47, 12.98], [23.67, 14.94, 11.84], [22.19, 15.01, 12.24], [22.21, 16.03, 13.40], [22.93, 15.52, 14.72], [24.34, 15.23, 14.24], [25.38, 15.24, 15.25], [22.32, 14.31, 15.45], [23.03, 16.80, 15.58], [26.04, 14.74, 12.51], [24.38, 12.43, 12.19], [23.20, 12.66, 13.32], [24.93, 12.39, 13.80], [23.82, 14.29, 10.98], [23.94, 15.93, 11.49], [21.78, 14.05, 12.54], [21.68, 15.51, 11.41], [21.18, 16.28, 13.67], [22.54, 16.97, 12.95], [23.06, 13.66, 15.93], [21.97, 13.64, 14.67], [21.53, 14.53, 16.18], [22.09, 17.27, 15.87], [23.55, 17.61, 15.06], [23.66, 16.60, 16.45], [26.92, 14.28, 12.97], [26.32, 15.79, 12.62], [26.22, 14.63, 11.44], [19.31, 18.14, 10.66], [18.13, 17.56, 9.63], [19.18, 16.81, 11.65], [20.45, 17.48, 9.67], [20.39, 18.86, 11.66], [19.30, 19.42, 9.64], [18.25, 19.05, 11.53], [22.88, 19.88, 18.66], [21.86, 19.41, 17.45], [22.63, 21.45, 18.19], [21.63, 19.92, 19.73], [23.78, 20.31, 19.84], [23.10, 18.30, 19.06], [24.13, 19.68, 17.61], [18.47, 24.85, 14.15], [18.56, 26.32, 14.91], [19.53, 25.31, 12.99], [19.71, 24.24, 15.13], [18.37, 23.44, 13.34], [17.43, 24.36, 15.28], [17.24, 25.37, 13.18], [19.15, 13.17, 18.42], [18.74, 13.88, 19.76], [19.95, 14.54, 17.88], [20.58, 12.80, 19.06], [19.54, 12.36, 17.05], [18.45, 11.82, 18.91], [17.72, 13.70, 17.83], [13.57, 16.57, 15.09], [13.97, 17.48, 16.35], [15.13, 16.05, 14.85], [13.41, 15.30, 16.07], [13.02, 15.49, 13.95], [12.06, 16.92, 15.55], [13.60, 17.87, 14.13]],
  "lowdin_charge": [-0.03, -0.40, -0.15, -0.19, -0.11, -0.39, 0.14, 0.17, 0.00, 0.05, 0.02, 0.08, 0.08, 0.10, 0.15, 0.14, 0.14, 0.11, 0.14, 0.14, 0.12, 0.08, 0.10, 0.12, 0.06, 0.07, 0.07, 0.06, 0.08, 0.00, -0.39, -0.09, -0.16, -0.11, -0.41, 0.17, 0.16, 0.00, -0.04, -0.02, 0.09, 0.10, 0.09, 0.11, 0.11, 0.12, 0.08, 0.13, 0.12, 0.10, 0.09, 0.10, 0.10, 0.11, 0.07, 0.10, 0.08, 0.10, 0.03, -0.42, -0.11, -0.14, -0.12, -0.45, 0.16, 0.15, 0.01, -0.01, -0.01, 0.08, 0.11, 0.08, 0.10, 0.11, 0.11, 0.12, 0.14, 0.13, 0.12, 0.11, 0.09, 0.10, 0.09, 0.09, 0.09, 0.06, 0.10, -0.02, -0.50, -0.09, -0.14, -0.13, -0.34, 0.17, 0.18, 0.00, -0.01, 0.00, 0.11, 0.11, 0.11, 0.14, 0.12, 0.10, 0.09, 0.11, 0.09, 0.09, 0.10, 0.09, 0.09, 0.07, 0.09, 0.07, 0.12, 0.11, 0.01, -0.43, -0.09, -0.16, -0.10, -0.35, 0.14, 0.10, 0.04, -0.03, -0.01, 0.10, 0.11, 0.09, 0.14, 0.11, 0.11, 0.12, 0.12, 0.09, 0.10, 0.07, 0.10, 0.06, 0.08, 0.06, 0.11, 0.09, 0.07, 0.02, -0.36, -0.15, -0.15, -0.12, -0.36, 0.19, 0.12, 0.03, 0.00, -0.02, 0.05, 0.08, 0.10, 0.12, 0.10, 0.10, 0.10, 0.11, 0.12, 0.07, 0.06, 0.11, 0.07, 0.06, 0.08, 0.09, 0.08, 0.07, 0.01, -0.36, -0.10, -0.17, -0.12, -0.41, 0.12, 0.15, -0.02, 0.04, 0.01, 0.09, 0.11, 0.06, 0.11, 0.13, 0.13, 0.12, 0.12, 0.11, 0.07, 0.08, 0.07, 0.08, 0.08, 0.11, 0.08, 0.11, 0.09, 0.01, -0.44, -0.08, -0.16, -0.14, -0.41, 0.15, 0.17, 0.02, -0.02, -0.04, 0.08, 0.12, 0.06, 0.14, 0.12, 0.09, 0.13, 0.13, 0.13, 0.06, 0.10, 0.10, 0.08, 0.11, 0.10, 0.11, 0.10, 0.10, -0.01, -0.42, -0.11, -0.13, -0.15, -0.44, 0.17, 0.15, -0.03, 0.03, 0.02, 0.12, 0.07, 0.09, 0.11, 0.14, 0.13, 0.12, 0.10, 0.12, 0.08, 0.08, 0.10, 0.09, 0.09, 0.12, 0.07, 0.12, 0.10, 0.03, -0.41, -0.14, -0.14, -0.12, -0.39, 0.15, 0.16, 0.04, -0.02, -0.01, 0.11, 0.07, 0.11, 0.14, 0.13, 0.10, 0.12, 0.10, 0.12, 0.11, 0.07, 0.08, 0.07, 0.09, 0.08, 0.10, 0.09, 0.10, 0.29, -0.20, -0.19, -0.17, -0.19, -0.18, -0.20, 0.20, -0.19, -0.16, -0.19, -0.10, -0.19, -0.16, 0.26, -0.17, -0.17, -0.21, -0.18, -0.19, -0.18, 0.18, -0.14, -0.19, -0.15, -0.16, -0.15, -0.17, 0.23, -0.17, -0.17, -0.18, -0.18, -0.18, -0.14],
  "max_force_ev_per_a": 10.0,
  "e_lumo_ev": -12.222,
  "e_homo_ha": -0.678,
  "charge": 5,
  "multiplicity": 1,
  "total_energy_ev": -259541.41176,
  "gap_ev": 6.236
}